No. 1
A cluster of 7 separate species, C40H94N3O6 in total, computed with ωB97M-V/def2-TZVPD.

Positions of all 143 atoms, in Å:
C  -1.445  -4.064  -0.586
C  -2.896  -4.503  -0.381
C  -3.820  -3.960  -1.478
C  -5.280  -3.877  -1.037
C  -6.243  -3.560  -2.190
C  -7.455  -2.719  -1.747
C  -8.202  -2.056  -2.922
C  -8.114  -0.528  -2.949
C  -8.518  0.130  -1.615
C  -9.228  1.493  -1.738
C  -8.419  2.746  -1.311
C  -6.912  2.668  -1.525
C  -6.551  2.551  -3.020
C  -6.041  3.876  -3.594
C  -4.598  4.257  -3.179
C  -3.716  3.073  -2.790
C  -3.226  2.298  -4.024
C  -2.775  0.852  -3.715
C  -1.265  0.596  -3.874
C  -0.891  -0.737  -4.548
N  -0.278  -1.749  -3.666
C  0.831  -1.208  -3.042
N  1.857  -2.000  -2.775
N  0.871  0.084  -2.751
C  -0.472  0.751  -2.569
C  -1.128  0.148  -1.302
C  -1.796  1.192  -0.390
C  -1.484  1.008  1.098
C  0.004  0.877  1.420
C  0.873  2.008  0.871
C  0.548  3.400  1.458
H  -0.741  -4.633  0.019
H  -1.189  -4.181  -1.646
H  -1.337  -3.007  -0.337
H  -2.927  -5.595  -0.384
H  -3.259  -4.177  0.596
H  -3.471  -2.958  -1.759
H  -3.740  -4.615  -2.351
H  -5.572  -4.821  -0.570
H  -5.354  -3.102  -0.268
H  -5.716  -2.987  -2.960
H  -6.602  -4.500  -2.611
H  -7.079  -1.972  -1.045
H  -8.138  -3.355  -1.180
H  -9.246  -2.370  -2.925
H  -7.762  -2.446  -3.845
H  -8.802  -0.163  -3.716
H  -7.102  -0.243  -3.248
H  -7.655  0.207  -0.956
H  -9.211  -0.562  -1.130
H  -10.109  1.452  -1.096
H  -9.616  1.636  -2.748
H  -8.654  2.998  -0.276
H  -8.775  3.593  -1.907
H  -6.462  1.873  -0.927
H  -6.463  3.589  -1.139
H  -7.453  2.276  -3.571
H  -5.838  1.745  -3.196
H  -6.712  4.660  -3.233
H  -6.153  3.867  -4.679
H  -4.599  5.009  -2.391
H  -4.127  4.745  -4.038
H  -2.837  3.457  -2.262
H  -4.214  2.406  -2.085
H  -2.376  2.863  -4.415
H  -3.996  2.294  -4.795
H  -3.295  0.180  -4.401
H  -3.131  0.585  -2.719
H  -0.903  1.357  -4.569
H  -0.126  -0.524  -5.295
H  -1.724  -1.176  -5.089
H  -0.927  -2.138  -2.986
H  1.719  -2.996  -2.840
H  2.780  -1.634  -2.602
H  1.494  0.275  -1.973
H  -0.252  1.799  -2.373
H  -0.381  -0.419  -0.747
H  -1.888  -0.571  -1.614
H  -2.878  1.128  -0.518
H  -1.524  2.201  -0.709
H  -1.890  1.873  1.626
H  -2.016  0.145  1.507
H  0.129  0.815  2.504
H  0.403  -0.068  1.035
H  0.834  2.044  -0.223
H  1.906  1.790  1.148
H  -0.377  3.406  2.031
H  0.520  4.139  0.658
H  1.348  3.693  2.137
C  4.503  -0.585  3.902
C  4.432  -0.151  2.454
O  4.165  1.248  2.330
H  3.569  -0.362  4.420
H  4.698  -1.655  3.978
H  5.309  -0.056  4.409
H  3.619  -0.661  1.934
H  5.371  -0.392  1.948
H  4.879  1.716  2.776
C  3.108  6.188  0.062
C  3.994  5.388  -0.874
O  5.064  4.744  -0.190
H  3.687  6.946  0.589
H  2.304  6.681  -0.487
H  2.662  5.530  0.812
H  4.457  6.037  -1.615
H  3.399  4.638  -1.409
H  4.685  4.148  0.464
C  9.056  -1.013  5.521
C  8.217  -1.518  4.366
O  7.622  -0.449  3.622
H  8.458  -0.403  6.196
H  9.480  -1.840  6.090
H  9.874  -0.387  5.154
H  7.389  -2.128  4.728
H  8.821  -2.134  3.692
H  8.337  0.099  3.284
C  0.705  -2.755  -7.175
C  0.704  -2.279  -8.616
O  0.212  -0.948  -8.733
H  -0.304  -2.702  -6.764
H  1.061  -3.783  -7.095
H  1.352  -2.120  -6.562
H  0.044  -2.900  -9.218
H  1.709  -2.341  -9.045
H  0.803  -0.366  -8.244
C  10.985  -5.256  8.605
C  10.422  -3.849  8.659
O  9.320  -3.678  7.768
H  11.302  -5.500  7.591
H  11.840  -5.360  9.274
H  10.229  -5.987  8.903
H  11.172  -3.123  8.348
H  10.115  -3.599  9.679
H  8.631  -4.298  8.026
C  7.177  1.240  10.268
C  7.871  1.294  8.920
O  8.695  0.156  8.692
H  7.912  1.163  11.069
H  6.571  2.132  10.433
H  6.523  0.367  10.331
H  8.533  2.158  8.865
H  7.132  1.385  8.115
H  8.138  -0.629  8.719

Results
charge = +1
calculated total energy = -2195.89305 hartree
maximum force = 0.6 eV/Å
orbital gap = 8.6 eV
E_HOMO = -11.4 eV

---

No. 2
A cluster of 8 separate species, C40H95NO10P in total in a non-equilibrium geometry, computed with ωB97M-V/def2-TZVPD.

Positions of all 147 atoms, in Å:
C  11.752  -2.408  2.933
C  11.122  -2.464  1.488
C  9.876  -1.521  1.326
O  8.645  -2.179  1.117
C  8.100  -2.863  2.214
P  8.753  -4.636  2.404
O  9.101  -5.294  1.078
C  6.559  -3.066  1.847
C  5.576  -2.990  3.052
C  4.131  -2.911  2.417
C  5.542  -4.328  3.880
N  5.704  -1.768  3.900
O  5.518  -2.146  5.131
C  7.012  -1.089  3.750
C  7.294  -0.347  5.117
C  7.024  0.025  2.658
C  8.142  -2.155  3.604
H  12.194  -1.395  3.018
H  11.021  -2.602  3.729
H  12.608  -3.104  2.939
H  10.930  -3.496  1.146
H  11.922  -2.074  0.825
H  10.068  -0.946  0.399
H  9.894  -0.769  2.137
H  7.903  -5.403  3.242
H  9.980  -4.486  3.135
H  6.262  -2.390  1.025
H  6.448  -4.090  1.428
H  3.412  -2.599  3.195
H  3.845  -3.861  1.942
H  4.149  -2.071  1.692
H  5.560  -5.134  3.112
H  6.436  -4.477  4.503
H  4.598  -4.451  4.424
H  6.399  0.151  5.513
H  7.767  -1.038  5.831
H  8.015  0.459  4.859
H  6.576  0.941  3.070
H  8.018  0.208  2.230
H  6.374  -0.320  1.829
H  9.095  -1.673  3.870
H  7.958  -2.916  4.394
C  -1.567  -1.958  1.961
C  -0.280  -1.463  2.597
O  0.850  -1.561  1.747
C  0.790  -0.820  0.540
C  0.653  0.677  0.751
H  -1.441  -2.973  1.579
H  -2.377  -1.953  2.691
H  -1.871  -1.327  1.123
H  -0.054  -2.081  3.468
H  -0.392  -0.437  2.963
H  -0.015  -1.199  -0.099
H  1.725  -1.022  0.015
H  -0.302  0.936  1.209
H  0.715  1.203  -0.202
H  1.443  1.046  1.409
C  -4.028  2.912  0.360
C  -2.744  3.406  1.001
O  -1.614  3.308  0.153
C  -1.680  4.047  -1.054
C  -1.828  5.543  -0.848
H  -3.901  1.898  -0.023
H  -4.842  2.916  1.087
H  -4.327  3.544  -0.480
H  -2.520  2.789  1.874
H  -2.860  4.432  1.367
H  -2.486  3.663  -1.690
H  -0.745  3.850  -1.581
H  -2.785  5.791  -0.389
H  -1.774  6.062  -1.806
H  -1.039  5.924  -0.195
C  -8.750  0.219  3.827
C  -7.572  1.176  3.875
O  -6.849  1.248  2.660
C  -7.575  1.697  1.527
C  -8.125  3.104  1.679
H  -8.429  -0.770  3.495
H  -9.205  0.128  4.815
H  -9.522  0.563  3.136
H  -6.862  0.828  4.627
H  -7.891  2.176  4.188
H  -8.373  0.988  1.280
H  -6.876  1.681  0.690
H  -8.887  3.159  2.459
H  -8.582  3.434  0.744
H  -7.329  3.801  1.947
C  -7.169  6.386  -2.631
C  -5.731  6.818  -2.410
O  -4.788  5.782  -2.622
C  -4.751  5.224  -3.925
C  -4.396  6.226  -5.009
H  -7.402  5.504  -2.031
H  -7.853  7.190  -2.356
H  -7.358  6.131  -3.675
H  -5.609  7.127  -1.370
H  -5.483  7.690  -3.025
H  -5.699  4.723  -4.150
H  -3.986  4.446  -3.897
H  -5.170  6.988  -5.124
H  -4.280  5.721  -5.969
H  -3.463  6.739  -4.768
C  -4.995  0.675  -3.470
C  -5.728  0.299  -2.194
O  -7.063  0.776  -2.145
C  -7.933  0.304  -3.158
C  -8.113  -1.204  -3.152
H  -5.041  1.753  -3.636
H  -3.949  0.371  -3.409
H  -5.433  0.189  -4.345
H  -5.212  0.752  -1.347
H  -5.705  -0.784  -2.031
H  -7.599  0.654  -4.140
H  -8.898  0.777  -2.970
H  -7.187  -1.723  -3.406
H  -8.870  -1.498  -3.881
H  -8.423  -1.550  -2.164
C  3.995  -8.664  1.661
C  4.411  -8.572  3.119
O  3.638  -7.656  3.875
C  2.250  -7.928  3.963
C  1.932  -9.259  4.622
H  3.986  -7.674  1.201
H  4.685  -9.304  1.110
H  2.993  -9.085  1.554
H  5.440  -8.213  3.172
H  4.401  -9.560  3.593
H  1.785  -7.860  2.974
H  1.824  -7.124  4.564
H  2.278  -10.102  4.020
H  0.855  -9.368  4.756
H  2.418  -9.331  5.597
C  -0.254  5.138  -9.350
C  -0.971  4.773  -8.062
O  -2.315  5.219  -8.012
C  -3.182  4.707  -9.009
C  -3.328  3.195  -8.971
H  -0.327  6.211  -9.539
H  0.799  4.861  -9.289
H  -0.685  4.623  -10.211
H  -0.464  5.256  -7.225
H  -0.920  3.695  -7.876
H  -2.864  5.044  -10.001
H  -4.157  5.161  -8.823
H  -2.392  2.692  -9.222
H  -4.082  2.869  -9.688
H  -3.622  2.862  -7.974

Results
calculated total energy = -2729.30740 hartree
maximum force = 3.3 eV/Å
orbital gap (spin up / spin down) = 9.3 / 9.3 eV
E_HOMO (spin up / spin down) = -8.7 / -9.3 eV
multiplicity = 2

---

No. 3
A cluster of 8 separate species, C40H95NO3 in total in a non-equilibrium geometry, computed with ωB97M-V/def2-TZVPD.

Positions of all 139 atoms, in Å:
C  29.181  -10.037  -9.478
C  30.602  -10.140  -10.073
C  31.581  -9.726  -8.901
C  32.997  -9.698  -9.522
C  33.469  -11.054  -10.030
C  35.038  -11.049  -10.339
H  28.619  -9.285  -10.033
H  29.104  -9.897  -8.399
H  28.610  -10.927  -9.744
H  30.812  -11.147  -10.434
H  30.763  -9.476  -10.922
H  31.720  -10.520  -8.167
H  31.332  -8.863  -8.283
H  33.079  -8.933  -10.293
H  33.721  -9.404  -8.761
H  33.236  -11.789  -9.259
H  32.974  -11.423  -10.928
H  35.792  -11.096  -9.553
H  35.179  -11.950  -10.936
H  35.361  -10.304  -11.066
C  24.381  -8.112  0.820
C  25.126  -8.860  1.903
C  25.335  -7.992  3.088
C  25.941  -8.591  4.353
C  25.776  -7.613  5.660
C  26.709  -8.117  6.837
H  24.855  -7.143  0.660
H  23.402  -7.797  1.179
H  24.314  -8.577  -0.164
H  24.393  -9.607  2.207
H  26.045  -9.151  1.393
H  24.352  -7.603  3.353
H  26.000  -7.155  2.876
H  25.508  -9.571  4.554
H  27.011  -8.766  4.238
H  26.049  -6.563  5.549
H  24.761  -7.799  6.012
H  26.302  -7.790  7.794
H  26.622  -9.192  6.990
H  27.748  -7.793  6.894
C  30.792  -1.035  0.930
C  31.147  0.454  0.364
C  30.205  1.466  0.995
C  30.087  2.804  0.314
C  29.255  2.673  -0.996
C  27.835  2.029  -0.997
H  30.983  -1.868  0.253
H  29.747  -1.254  1.147
H  31.240  -1.183  1.913
H  32.121  0.888  0.591
H  31.019  0.444  -0.718
H  30.458  1.614  2.045
H  29.245  1.037  1.284
H  29.542  3.407  1.040
H  31.009  3.270  -0.034
H  29.088  3.708  -1.293
H  29.826  2.204  -1.797
H  27.402  2.213  -1.980
H  27.883  0.962  -0.779
H  27.192  2.555  -0.291
C  21.303  -3.722  2.634
C  21.085  -2.527  1.679
C  22.184  -2.340  0.613
C  21.648  -1.623  -0.579
C  22.774  -1.250  -1.628
C  23.698  -2.332  -2.251
H  20.597  -3.852  3.455
H  22.191  -3.346  3.142
H  21.390  -4.627  2.033
H  20.124  -2.772  1.226
H  20.885  -1.589  2.197
H  22.548  -3.314  0.285
H  23.143  -1.904  0.891
H  20.859  -2.220  -1.036
H  21.051  -0.775  -0.245
H  22.174  -0.842  -2.442
H  23.271  -0.311  -1.388
H  23.140  -3.253  -2.420
H  24.017  -2.028  -3.248
H  24.540  -2.501  -1.580
C  37.407  -5.114  -0.026
C  38.518  -6.049  -0.436
C  38.431  -7.519  0.001
C  39.695  -8.380  -0.114
C  40.747  -7.887  -1.206
C  40.292  -8.136  -2.656
H  37.656  -4.147  -0.462
H  36.945  -5.147  0.961
H  36.408  -5.230  -0.445
H  38.619  -6.037  -1.521
H  39.415  -5.618  0.009
H  37.584  -8.083  -0.389
H  38.144  -7.734  1.031
H  40.223  -8.284  0.834
H  39.251  -9.375  -0.138
H  41.021  -6.833  -1.165
H  41.610  -8.540  -1.075
H  40.670  -7.451  -3.415
H  40.413  -9.178  -2.951
H  39.242  -7.877  -2.795
C  32.948  -2.061  -7.044
C  32.945  -3.409  -6.258
C  32.188  -3.479  -4.855
C  31.002  -4.346  -4.954
C  30.076  -4.401  -3.786
C  28.843  -5.244  -4.130
H  32.996  -2.232  -8.120
H  33.764  -1.376  -6.813
H  32.061  -1.502  -6.744
H  32.537  -4.072  -7.022
H  33.932  -3.853  -6.133
H  31.841  -2.486  -4.571
H  32.964  -3.919  -4.230
H  30.424  -3.916  -5.772
H  31.361  -5.296  -5.349
H  30.579  -4.897  -2.955
H  29.903  -3.386  -3.430
H  29.222  -6.157  -4.589
H  28.396  -5.313  -3.138
H  28.249  -4.814  -4.936
C  38.575  -0.337  -14.254
C  37.122  -0.154  -13.555
O  37.324  0.247  -12.242
O  39.483  -1.391  -13.807
H  39.031  0.637  -14.081
H  38.460  -0.371  -15.338
H  36.661  -1.139  -13.637
H  36.469  0.473  -14.162
H  37.497  -0.520  -11.692
H  40.299  -1.088  -14.212
O  40.252  -7.217  -8.453
C  40.188  -6.027  -8.350
N  39.108  -5.302  -8.640
C  41.365  -5.119  -8.017
H  39.116  -4.296  -8.558
H  38.223  -5.734  -8.864
H  41.643  -4.997  -6.970
H  41.250  -4.130  -8.461
H  42.276  -5.539  -8.442

Results
structure (SMILES) = CC(N)=O.CCCCCC.CCCCCC.CCCCCC.CCCCCC.CCCCCC.CCCCCC.OCCO
calculated total energy = -1861.28743 hartree
maximum force = 4.0 eV/Å
orbital gap = 10.1 eV
E_HOMO = -9.8 eV